Record 1
ORCA calculation (the ωB97M-V functional and the def2-TZVPD basis) on C4H7NO2 as an isolated structure.

Geometry as XYZ:
```
14
Properties=species:S:1:pos:R:3:mulliken_charge:R:1
C -0.85 1.35 -1.02 -1.296
C -0.11 0.26 -0.29 1.192
C 1.07 -0.42 -0.84 -0.625
O 1.19 0.54 0.19 -0.419
C -0.93 -0.52 0.66 0.458
O -2.21 -0.79 0.68 -0.464
N -0.90 -1.22 1.70 -0.433
H -0.18 1.82 -1.75 0.386
H -1.72 0.95 -1.53 0.325
H -1.19 2.12 -0.31 0.310
H 1.29 -1.45 -0.55 0.302
H 1.43 -0.11 -1.82 0.272
H 1.43 -1.03 2.39 -0.201
H 2.08 -1.39 2.48 0.193
```

## Properties
- largest force on an atom (Eh/bohr) = 0.0087
- spin multiplicity = 1
- frontier orbital gap (eV) = 10.1
- E_LUMO (eV) = 0.1
- E_HOMO (eV) = -9.96
- ΔE to the lowest compared entry with this formula, charge and spin (kJ/mol) = 596.6
- total energy (eV) = -9841.0967

---

Record 2
ORCA calculation (the ωB97M-V functional and the def2-TZVPD basis) on C7H14Cl5N3PPtSi as an isolated structure.

Geometry as XYZ:
```
32
Properties=species:S:1:pos:R:3:mulliken_charge:R:1
Pt -0.01 0.12 0.32 0.297
Cl -0.86 -0.63 -1.94 -0.151
C -0.39 -2.41 -1.86 -0.316
Cl 0.38 -2.69 -0.31 -0.048
H 0.31 -2.56 -2.68 0.364
H -1.32 -2.96 -1.96 0.376
Cl 2.66 -1.89 2.19 -0.073
Si 1.70 -0.16 2.02 0.454
Cl 0.03 -0.07 3.23 -0.113
Cl 2.89 1.46 2.24 -0.141
C -2.61 4.82 0.86 -0.650
N -1.56 4.37 1.79 0.334
C -0.34 5.18 1.69 -0.678
N 0.12 4.87 0.33 0.331
C -0.81 5.35 -0.70 -0.662
N -2.00 4.53 -0.44 0.320
C -1.91 3.15 -0.81 -0.688
P -0.66 2.25 0.32 0.549
C -1.38 2.97 1.93 -0.672
C 0.69 3.58 0.13 -0.424
H -2.79 5.89 0.97 0.309
H -3.52 4.25 1.00 0.343
H 0.39 4.87 2.43 0.333
H -0.57 6.24 1.78 0.306
H -0.41 5.16 -1.70 0.340
H -1.03 6.41 -0.56 0.324
H -1.57 3.06 -1.84 0.490
H -2.88 2.67 -0.71 0.437
H -0.68 2.75 2.74 0.578
H -2.33 2.47 2.13 0.367
H 1.12 3.49 -0.87 0.382
H 1.46 3.37 0.88 0.381
```

## Properties
- largest force on an atom (Eh/bohr) = 0.0100
- spin multiplicity = 5
- frontier orbital gap (alpha / beta) (eV) = 7.8 / 6.0
- E_LUMO (alpha / beta) (eV) = -9.7 / -14.0
- E_HOMO (alpha / beta) (eV) = -17.43 / -20.04
- total charge = +3
- ΔE to the lowest compared entry with this formula, charge and spin (kJ/mol) = 0.0
- total energy (eV) = -94952.5374